[1]
DFT (ωB97M-V/def2-TZVPD) results for a cluster of 2 separate species, C2H3NO2 in total.

XYZ file:
```
8
Properties=species:S:1:pos:R:3:forces:R:3:nbo_charge:R:1
C -1.1034 -0.9344 1.0032 0.374 -0.338 -0.125 0.849
C 0.8015 1.1444 -0.6577 0.650 -0.086 0.665 0.292
N -0.6971 -1.5527 0.0732 -0.780 -1.270 0.256 -0.751
O -1.5804 -0.3170 1.8795 0.001 0.026 -0.093 -0.548
O 0.7260 -0.0422 -0.8941 0.893 2.568 -0.753 -0.518
H 0.3458 2.0097 -1.1519 -0.750 -0.576 -0.991 0.114
H 1.3883 1.5859 0.1689 0.292 -0.761 0.331 0.100
H 0.1193 -1.8936 -0.4211 -0.680 0.437 0.710 0.462
```
Forces are in eV/Å.

Its HOMO energy is -0.38550 Eh. The largest force on an atom is 2.82 eV/A. The energy relative to the best compared isomer or geometry (same formula, charge and spin) comes out at 38.4 kcal/mol. The total energy is -7706.1795 eV. The calculation puts the HOMO-LUMO gap at 10.9 eV. The value obtained for the LUMO energy is 0.4 eV.

[2]
DFT (ωB97M-V/def2-TZVPD) results for the molecule C2H3NO2.

XYZ file:
```
8
Properties=species:S:1:pos:R:3:forces:R:3:nbo_charge:R:1
C -0.3401 0.2503 -1.0195 -0.233 -1.686 -1.926 0.534
C 0.1389 -0.0397 1.1559 2.001 0.316 2.982 0.531
H -1.1621 0.7507 -0.4297 0.825 -0.002 -1.166 0.118
H 1.3335 -1.0719 -0.4821 -1.380 1.434 0.835 0.456
H -1.0312 0.3926 0.9638 3.266 -1.193 2.107 0.125
N 0.5313 -0.4607 -0.1541 -1.233 1.194 0.641 -0.682
O -0.3433 0.1904 -2.2264 0.369 0.343 1.006 -0.537
O 0.8730 -0.0118 2.1921 -3.616 -0.406 -4.478 -0.546
```
Forces are in eV/Å.

Its HOMO energy is -0.38003 Eh. The largest force on an atom is 5.77 eV/A. The energy relative to the best compared isomer or geometry (same formula, charge and spin) comes out at 35.0 kcal/mol. The total energy is -7706.3249 eV. The calculation puts the HOMO-LUMO gap at 11.0 eV. The value obtained for the LUMO energy is 0.7 eV.

[3]
DFT (ωB97M-V/def2-TZVPD) results for the molecule C2H3NO2.

XYZ file:
```
8
Properties=species:S:1:pos:R:3:forces:R:3:nbo_charge:R:1
C -0.5805 -0.0729 -0.0984 1.834 -1.991 -2.575 0.374
C 1.7653 0.6091 0.0853 -2.354 3.117 1.499 0.660
N -1.7449 0.2229 0.1636 -3.470 -1.747 1.507 -0.648
O 2.1637 -0.4804 -0.0095 0.623 -0.870 -0.392 -0.513
O 0.3067 0.9736 -0.0717 3.362 -0.508 0.360 -0.555
H -0.1922 -1.0670 -0.6367 -0.558 2.004 1.717 0.163
H 2.3374 1.5756 0.5237 -1.384 -1.980 -1.405 0.159
H -2.4390 -0.6219 0.2350 1.946 1.975 -0.711 0.361
```
Forces are in eV/Å.

Its HOMO energy is -0.37991 Eh. The largest force on an atom is 4.18 eV/A. The energy relative to the best compared isomer or geometry (same formula, charge and spin) comes out at 39.5 kcal/mol. The total energy is -7706.1285 eV. The calculation puts the HOMO-LUMO gap at 11.2 eV. The value obtained for the LUMO energy is 0.9 eV.

[4]
DFT (ωB97M-V/def2-TZVPD) results for the molecule C2H3NO2.

XYZ file:
```
8
Properties=species:S:1:pos:R:3:forces:R:3:nbo_charge:R:1
C 0.0718 0.7133 -0.2413 4.230 3.565 0.629 0.714
C -0.1332 -0.7399 -0.2548 -1.407 -3.742 0.557 0.009
N 0.4947 -1.4142 0.6409 0.019 3.771 -0.459 -0.533
O 1.1978 1.1009 -0.5521 -1.555 -0.869 -0.574 -0.552
O -0.7170 1.5937 0.3858 -3.058 -3.530 0.027 -0.678
H -0.7870 -1.3824 -0.9613 0.791 1.950 0.561 0.193
H 0.3374 -2.3590 0.5277 -0.461 -2.593 -0.323 0.334
H -0.4645 2.4875 0.4551 1.442 1.448 -0.418 0.513
```
Forces are in eV/Å.

Its HOMO energy is -0.38397 Eh. The largest force on an atom is 5.57 eV/A. The energy relative to the best compared isomer or geometry (same formula, charge and spin) comes out at 34.8 kcal/mol. The total energy is -7706.3339 eV. The calculation puts the HOMO-LUMO gap at 11.1 eV. The value obtained for the LUMO energy is 0.7 eV.

[5]
DFT (ωB97M-V/def2-TZVPD) results for the molecule C2H3NO2.

XYZ file:
```
8
Properties=species:S:1:pos:R:3:forces:R:3:nbo_charge:R:1
C 1.1506 0.1869 0.0477 0.801 0.843 0.029 0.728
C -0.4570 0.1939 0.2741 2.397 -1.416 0.157 0.077
N -1.2110 0.4826 -0.6679 -0.279 0.117 -0.740 -0.574
O 1.6298 1.2687 0.2843 -0.263 -0.216 -0.010 -0.576
O 2.0330 -0.8393 -0.3168 -2.603 0.345 0.298 -0.688
H -0.6908 0.0215 1.3301 -0.157 0.135 -0.141 0.178
H -2.1955 0.5980 -0.4231 0.250 -0.050 0.266 0.355
H 2.9058 -0.4246 -0.3859 -0.147 0.240 0.142 0.499
```
Forces are in eV/Å.

Its HOMO energy is -0.37634 Eh. The largest force on an atom is 2.79 eV/A. The energy relative to the best compared isomer or geometry (same formula, charge and spin) comes out at 29.4 kcal/mol. The total energy is -7706.5687 eV. The calculation puts the HOMO-LUMO gap at 11.0 eV. The value obtained for the LUMO energy is 0.7 eV.

[6]
DFT (ωB97M-V/def2-TZVPD) results for the molecule C2H3NO2.

XYZ file:
```
8
Properties=species:S:1:pos:R:3:forces:R:3:nbo_charge:R:1
C -0.0922 0.5402 -0.0264 -1.641 1.578 0.422 0.558
C 1.2473 -0.2042 0.1494 4.697 1.886 -2.284 0.294
H -2.1783 0.1612 -0.1135 0.302 0.560 -0.046 0.413
H -1.1813 -1.1829 -0.1134 0.037 -0.899 0.012 0.380
H 1.2876 -1.3159 0.5761 0.064 2.248 -0.767 0.153
N -1.2472 -0.2031 -0.2321 1.363 -0.002 0.190 -0.814
O -0.1295 1.7606 0.0385 0.392 -1.462 -0.102 -0.538
O 2.2935 0.4440 -0.2786 -5.214 -3.909 2.575 -0.444
```
Forces are in eV/Å.

Its HOMO energy is -0.37889 Eh. The largest force on an atom is 7.01 eV/A. The energy relative to the best compared isomer or geometry (same formula, charge and spin) comes out at 28.6 kcal/mol. The total energy is -7706.6032 eV. The calculation puts the HOMO-LUMO gap at 9.7 eV. The value obtained for the LUMO energy is -0.6 eV.

[7]
DFT (ωB97M-V/def2-TZVPD) results for a cluster of 2 separate species, C2H3NO2 in total.

XYZ file:
```
8
Properties=species:S:1:pos:R:3:forces:R:3:nbo_charge:R:1
C 1.1816 0.8654 0.2516 0.257 0.875 -0.870 0.165
C 1.1771 -0.5743 0.3232 -2.098 -1.737 1.246 0.340
N 1.0016 1.9518 -0.0738 0.175 0.110 0.351 -0.228
O -1.5468 0.0862 -0.1770 0.079 1.037 -1.969 -0.967
O 1.9325 -1.3540 -0.1479 1.807 -0.028 -0.923 -0.445
H 0.2807 -1.0166 0.7995 0.084 0.779 0.259 0.161
H -2.2957 -0.4283 0.1249 -0.376 0.024 -0.371 0.482
H -1.7311 0.4698 -1.1004 0.072 -1.059 2.278 0.493
```
Forces are in eV/Å.

Its HOMO energy is -0.40329 Eh. The largest force on an atom is 3.00 eV/A. The energy relative to the best compared isomer or geometry (same formula, charge and spin) comes out at 41.8 kcal/mol. The total energy is -7706.0295 eV. The calculation puts the HOMO-LUMO gap at 10.7 eV. The value obtained for the LUMO energy is -0.3 eV.

[8]
DFT (ωB97M-V/def2-TZVPD) results for the molecule C2H3NO2.

XYZ file:
```
8
Properties=species:S:1:pos:R:3:forces:R:3:nbo_charge:R:1
N -0.5062 0.1471 0.3484 0.090 -0.058 -0.183 -0.705
C -0.5633 -0.7449 -0.6835 0.172 -0.162 -0.172 0.526
O 0.4346 -1.0117 -1.3224 -0.397 -0.146 0.094 -0.585
C 0.8312 0.6439 0.5392 0.225 0.451 0.127 0.566
O 1.1723 1.7709 0.3322 -0.403 -0.421 0.390 -0.486
H -1.3270 0.5368 0.7927 0.237 0.128 -0.231 0.420
H -1.5466 -1.1909 -0.8942 -0.006 0.079 0.120 0.130
H 1.5050 -0.1512 0.8875 0.083 0.129 -0.145 0.134
```
Forces are in eV/Å.

Its HOMO energy is -0.38570 Eh. The largest force on an atom is 0.70 eV/A. The energy relative to the best compared isomer or geometry (same formula, charge and spin) comes out at 13.2 kcal/mol. The total energy is -7707.2721 eV. The calculation puts the HOMO-LUMO gap at 11.2 eV. The value obtained for the LUMO energy is 0.7 eV.

[9]
DFT (ωB97M-V/def2-TZVPD) results for a cluster of 2 separate species, C2H3NO2 in total.

XYZ file:
```
8
Properties=species:S:1:pos:R:3:forces:R:3:nbo_charge:R:1
C 0.8912 0.3077 0.1501 -2.812 1.110 -1.819 0.046
C -0.7971 -0.3568 -1.2445 -4.415 3.118 0.865 0.585
N 0.3905 -0.5749 -0.6424 3.172 0.410 1.599 -0.467
O -1.3786 -1.3034 -2.0159 -0.598 -0.857 0.881 -0.246
O -1.0466 0.0049 -2.5522 1.307 0.649 -0.449 -0.255
H 1.8728 0.3531 0.5969 0.143 -0.839 -0.088 0.201
H 0.2429 1.2375 0.2618 0.749 -0.851 0.438 0.162
H -1.8504 0.7371 -0.4202 2.454 -2.740 -1.427 -0.026
```
Forces are in eV/Å.

Its HOMO energy is -0.37129 Eh. The largest force on an atom is 5.47 eV/A. The energy relative to the best compared isomer or geometry (same formula, charge and spin) comes out at 168.8 kcal/mol. The total energy is -7700.5234 eV. The calculation puts the HOMO-LUMO gap at 9.6 eV. The value obtained for the LUMO energy is -0.5 eV.

[10]
DFT (ωB97M-V/def2-TZVPD) results for the molecule C2H3NO2.

XYZ file:
```
8
Properties=species:S:1:pos:R:3:forces:R:3:mulliken_spin:R:1
C 1.4162 -0.0417 0.0213 -1.880 0.144 -2.815 -0.077
C -1.0551 0.0428 -0.0037 1.539 4.100 1.664 0.028
N 0.2153 -0.0257 -0.7168 -6.441 7.717 1.633 1.232
O 2.1531 0.5757 0.6587 1.606 1.352 1.677 0.027
O 1.2053 -1.1763 -0.4943 7.732 -10.381 1.102 0.695
H -1.1355 1.2060 0.2058 -0.467 -2.063 -0.049 0.050
H -1.7379 -0.1544 -0.7600 -2.112 -1.022 -0.484 0.003
H -1.0614 -0.4263 1.0892 0.022 0.152 -2.729 0.042
```
Forces are in eV/Å.

Its HOMO energy (alpha / beta) is -0.23989 / -0.40100 Eh. The largest force on an atom is 12.99 eV/A. The energy relative to the best compared isomer or geometry (same formula, charge and spin) comes out at 112.8 kcal/mol. The total energy is -7700.0367 eV. The calculation puts the HOMO-LUMO gap (alpha / beta) at 7.3 / 8.1 eV. Its multiplicity is 3. The value obtained for the LUMO energy (alpha / beta) is 0.8 / -2.8 eV.

Number 6 is which compound? C2H3NO2